DFT (ωB97M-V/def2-TZVPD) results for 2 unconnected molecules or ions with the total composition C3H9NO4S.

The geometry in XYZ format:
```
18
Properties=species:S:1:pos:R:3:mulliken_charge:R:1
C 0.11 0.08 2.11 -0.020
C -0.88 -0.51 1.09 -0.466
C 0.70 -0.57 -0.82 -0.209
N 0.69 -1.59 -1.76 -0.656
O 0.35 1.94 -0.47 -0.675
O 0.44 1.25 -2.89 -0.517
O -0.18 1.36 2.20 -0.618
O -1.92 0.23 0.82 -0.476
S -0.21 0.94 -1.33 0.593
H -0.04 -0.29 3.19 0.283
H 1.13 -0.24 1.89 0.231
H -1.16 -1.56 1.03 0.406
H 1.79 -0.29 -0.47 0.350
H 0.94 -2.52 -1.32 0.273
H -0.25 -1.76 -2.14 0.241
H 0.12 0.61 -3.57 0.336
H -0.06 1.80 1.25 0.412
H -1.58 1.10 1.20 0.514
```

The HOMO energy is -0.268 Ha. The spin multiplicity is 1. The calculation puts the frontier orbital gap at 7.76 eV. The total charge is 0. Its total energy is -873.43665 hartree.

DFT (ωB97M-V/def2-TZVPD) results for 2 unconnected molecules or ions with the total composition C3H9NO4S.

The geometry in XYZ format:
```
18
Properties=species:S:1:pos:R:3:mulliken_charge:R:1
C -1.83 -1.22 -0.06 -0.918
S -0.54 -0.90 1.19 1.192
O -1.07 -1.05 2.50 -0.710
O 0.65 -1.64 0.89 -0.679
C -0.13 1.01 1.09 -0.462
O -0.57 1.63 2.27 -0.500
H -2.09 -2.24 -0.05 0.374
H -2.74 -0.62 0.19 0.322
H -1.50 -0.80 -1.05 0.324
H -0.47 1.40 0.10 0.357
H 1.01 0.86 1.01 0.335
H -0.54 0.88 2.90 0.364
H 1.69 2.34 -1.81 0.187
N 1.37 1.41 -1.44 -0.450
C 1.73 0.40 -2.11 0.103
O 1.60 -0.88 -1.74 -0.455
H 2.32 0.36 -3.04 0.339
H 1.09 -0.94 -0.84 0.277
```

The HOMO energy is -0.375 Ha. The spin multiplicity is 1. The calculation puts the frontier orbital gap at 10.81 eV. The total charge is 0. Its total energy is -873.55079 hartree.

DFT (ωB97M-V/def2-TZVPD) results for 2 unconnected molecules or ions with the total composition C3H9NOP.

The geometry in XYZ format:
```
15
Properties=species:S:1:pos:R:3:mulliken_charge:R:1
C 2.13 1.09 0.51 -0.699
C 1.41 0.46 -0.38 0.106
C 0.11 -0.03 -0.16 -0.377
N -0.23 -1.43 -0.33 -0.202
O -2.61 0.11 0.46 -0.464
P -1.57 0.99 -0.46 0.195
H 3.12 1.61 0.22 0.228
H 1.79 1.18 1.50 0.281
H 1.74 0.37 -1.41 0.287
H 0.11 0.25 1.42 0.209
H -0.36 -1.82 -1.30 0.355
H -1.14 -1.46 0.16 0.362
H 0.35 -2.02 0.18 0.336
H -2.90 0.60 1.14 0.312
H -1.95 0.10 -1.55 0.070
```

The HOMO energy is -0.513 Ha. The spin multiplicity is 1. The calculation puts the frontier orbital gap at 10.28 eV. The total charge is +1. Its total energy is -590.67635 hartree.

DFT (ωB97M-V/def2-TZVPD) results for C3H9NOP2 in the gas phase.

The geometry in XYZ format:
```
16
Properties=species:S:1:pos:R:3:mulliken_charge:R:1
C -0.43 -0.18 2.19 -1.178
C -0.93 -0.88 0.88 -0.378
C 0.10 -0.54 -0.17 -0.439
N 0.39 0.89 -0.38 -0.085
P 0.62 1.73 -1.74 -0.004
P 1.42 0.18 -2.84 0.019
O -0.23 0.72 -2.69 -0.328
H 0.52 -0.29 2.67 0.317
H -0.52 0.77 1.81 0.306
H -1.16 -0.20 3.00 0.344
H -1.99 -0.69 0.62 0.303
H -0.85 -2.10 0.91 0.230
H 1.10 -1.02 0.06 0.207
H -0.24 -1.01 -1.09 0.457
H 0.35 1.47 0.47 0.224
H 1.85 1.13 -3.73 0.004
```

The HOMO energy is -0.306 Ha. The spin multiplicity is 1. The calculation puts the frontier orbital gap at 9.21 eV. The total charge is 0. Its total energy is -932.35330 hartree.

DFT (ωB97M-V/def2-TZVPD) results for 2 unconnected molecules or ions with the total composition C3H9NOS.

The geometry in XYZ format:
```
15
Properties=species:S:1:pos:R:3:mulliken_charge:R:1
C -0.62 -2.66 0.06 -0.530
C 1.14 1.68 0.32 -1.016
C 0.59 -2.43 0.52 -0.536
N -1.46 1.44 -0.47 -0.445
O 0.00 2.60 -2.14 -0.570
S 0.03 1.44 -1.29 0.520
H -0.78 -2.58 -0.94 0.296
H -1.83 2.19 0.10 0.226
H -1.45 -2.92 0.70 0.239
H 2.12 1.52 0.17 0.386
H 1.22 2.69 0.80 0.353
H 0.73 1.04 1.05 0.313
H 0.76 -2.26 1.50 0.306
H 1.43 -2.38 -0.15 0.228
H -1.88 0.63 -0.25 0.229
```

The HOMO energy is -0.335 Ha. The spin multiplicity is 1. The calculation puts the frontier orbital gap at 10.00 eV. The total charge is 0. Its total energy is -647.77529 hartree.

DFT (ωB97M-V/def2-TZVPD) results for C3H9NOS2 in the gas phase.

The geometry in XYZ format:
```
16
Properties=species:S:1:pos:R:3:mulliken_charge:R:1
N -0.54 1.58 0.64 -0.575
C 0.13 0.39 0.19 0.753
C 0.75 -0.40 1.34 -0.782
O 1.50 0.48 2.19 -0.563
C -0.82 -0.45 -0.63 -1.031
S 0.03 -1.86 -1.43 -0.052
S 0.55 -1.16 -3.24 -0.212
H -1.48 1.71 0.35 0.163
H 0.03 2.37 0.89 0.212
H 0.95 0.63 -0.48 0.118
H 0.02 -0.93 1.95 0.303
H 1.47 -1.09 0.95 0.355
H 0.84 0.99 2.71 0.332
H -1.27 0.13 -1.45 0.413
H -1.63 -0.93 -0.05 0.419
H -0.55 -1.47 -3.94 0.147
```

The HOMO energy is -0.333 Ha. The spin multiplicity is 1. The calculation puts the frontier orbital gap at 9.66 eV. The total charge is 0. Its total energy is -1046.05998 hartree.

DFT (ωB97M-V/def2-TZVPD) results for 2 unconnected molecules or ions with the total composition C3H9NP2.

The geometry in XYZ format:
```
15
Properties=species:S:1:pos:R:3:mulliken_charge:R:1
C -1.36 -1.32 1.84 -1.180
C -1.44 0.11 2.15 0.105
N -0.40 0.81 1.97 -0.483
P 0.96 0.29 0.96 -0.028
H -1.16 -1.39 0.84 0.396
H -2.36 -1.92 1.87 0.259
H -0.65 -1.82 2.51 0.296
H -2.21 0.62 2.54 0.510
H 1.33 -1.01 1.42 0.055
H 1.80 1.14 1.61 0.077
C 1.23 0.97 -4.11 -0.516
P 0.87 1.08 -2.47 -0.002
H 0.60 0.27 -4.73 0.221
H 2.02 1.40 -4.59 0.280
H 1.89 2.01 -2.04 0.011
```

The HOMO energy is -0.324 Ha. The spin multiplicity is 1. The calculation puts the frontier orbital gap at 9.08 eV. The total charge is 0. Its total energy is -857.03716 hartree.

DFT (ωB97M-V/def2-TZVPD) results for 2 unconnected molecules or ions with the total composition C3H9NS.

The geometry in XYZ format:
```
14
Properties=species:S:1:pos:R:3:mulliken_charge:R:1
C -1.44 0.36 1.63 -0.656
N -0.38 -0.54 0.93 -0.441
C 0.02 0.12 -0.32 -0.340
C 1.42 -0.26 -0.88 -0.843
S 1.57 0.38 -2.54 -0.155
H -1.07 0.77 2.60 0.252
H -1.68 1.07 0.88 0.290
H -2.35 -0.22 1.87 0.236
H 0.46 -0.31 1.50 0.282
H -0.04 1.25 -0.43 0.288
H -0.64 -0.13 -1.09 0.245
H 1.58 -1.37 -0.83 0.317
H 2.31 0.07 -0.33 0.412
H 0.24 -1.19 -2.98 0.115
```

The HOMO energy is -0.339 Ha. The spin multiplicity is 1. The calculation puts the frontier orbital gap at 7.90 eV. The total charge is 0. Its total energy is -572.49400 hartree.

DFT (ωB97M-V/def2-TZVPD) results for 2 unconnected molecules or ions with the total composition C3H9NS.

The geometry in XYZ format:
```
14
Properties=species:S:1:pos:R:3:mulliken_spin:R:1
C -1.95 -2.43 -1.31 -0.055
S -1.29 -1.04 -0.41 0.972
H -2.36 -3.20 -0.65 0.022
H -2.69 -2.06 -2.01 0.003
H -1.10 -2.90 -1.82 0.055
C 1.87 2.11 0.74 0.009
C 1.67 1.85 -0.52 -0.015
N 1.37 1.17 1.79 0.001
H 2.34 2.98 1.15 -0.001
H 2.03 2.42 -1.36 0.003
H 1.12 0.98 -0.86 0.006
H 0.86 0.37 1.41 0.000
H 2.20 0.80 2.27 0.000
H 0.78 1.67 2.45 0.000
```

The HOMO energy (spin up / spin down) is -0.464 / -0.449 Ha. The spin multiplicity is 2. The calculation puts the frontier orbital gap (spin up / spin down) at 8.95 / 6.99 eV. The total charge is +1. Its expectation value of S² is 0.753. Its total energy is -572.30957 hartree.

DFT (ωB97M-V/def2-TZVPD) results for 2 unconnected molecules or ions with the total composition C3H9NS2.

The geometry in XYZ format:
```
15
Properties=species:S:1:pos:R:3:mulliken_spin:R:1
C 2.40 -1.76 -0.07 -0.025
S 2.97 -0.04 -0.10 0.470
S 1.57 0.97 1.40 0.499
H 1.47 -1.81 0.50 0.007
H 3.08 -2.50 0.37 0.011
H 2.21 -2.03 -1.11 0.020
H 0.57 0.10 1.26 0.008
C -1.27 0.58 -1.36 0.006
C -2.02 0.52 -0.25 -0.012
N -2.19 1.59 0.65 0.024
H -0.61 1.43 -1.45 -0.001
H -1.52 -0.04 -2.21 0.001
H -2.62 -0.35 -0.03 0.000
H -1.35 2.08 0.93 0.014
H -2.69 1.27 1.47 -0.023
```

The HOMO energy (spin up / spin down) is -0.018 / -0.104 Ha. The spin multiplicity is 2. The calculation puts the frontier orbital gap (spin up / spin down) at 4.23 / 6.43 eV. The total charge is -1. Its expectation value of S² is 0.754. Its total energy is -970.78499 hartree.

DFT (ωB97M-V/def2-TZVPD) results for 2 unconnected molecules or ions with the total composition C3H9NS2.

The geometry in XYZ format:
```
15
Properties=species:S:1:pos:R:3:mulliken_spin:R:1
C 1.51 -2.22 2.00 -0.034
S 0.46 -1.82 0.56 0.476
S 1.97 -1.29 -1.00 0.520
H 2.48 -2.56 1.60 -0.001
H 1.03 -2.99 2.58 0.039
H 1.66 -1.33 2.61 -0.001
H 1.98 0.03 -0.77 0.002
C -1.81 1.92 -1.98 0.000
C -1.28 1.10 -1.07 0.007
N -1.23 1.36 0.28 -0.006
H -2.31 2.84 -1.68 0.000
H -1.85 1.62 -3.02 0.001
H -0.82 0.18 -1.40 -0.003
H -1.22 2.34 0.48 0.000
H -0.59 0.81 0.83 -0.001
```

The HOMO energy (spin up / spin down) is -0.013 / -0.141 Ha. The spin multiplicity is 2. The calculation puts the frontier orbital gap (spin up / spin down) at 4.23 / 7.68 eV. The total charge is -1. Its expectation value of S² is 0.754. Its total energy is -970.80226 hartree.

DFT (ωB97M-V/def2-TZVPD) results for 2 unconnected molecules or ions with the total composition C3H9NS2.

The geometry in XYZ format:
```
15
Properties=species:S:1:pos:R:3:mulliken_spin:R:1
C -0.19 -2.68 -1.36 -0.016
S -0.15 -2.52 0.46 0.474
S 1.91 -3.46 0.87 0.517
H 0.11 -3.71 -1.55 -0.009
H 0.56 -2.04 -1.82 -0.015
H -1.22 -2.50 -1.66 0.043
H 1.28 -4.33 1.65 0.003
C 0.80 2.49 0.09 0.006
C -0.21 2.96 0.80 -0.003
N -1.60 2.95 0.48 0.006
H 0.75 2.31 -0.97 0.001
H 1.76 2.24 0.52 -0.001
H -0.05 3.31 1.82 -0.002
H -1.71 2.63 -0.48 -0.002
H -2.03 2.34 1.15 -0.002
```

The HOMO energy (spin up / spin down) is -0.016 / -0.113 Ha. The spin multiplicity is 2. The calculation puts the frontier orbital gap (spin up / spin down) at 3.96 / 6.49 eV. The total charge is -1. Its expectation value of S² is 0.754. Its total energy is -970.78213 hartree.

DFT (ωB97M-V/def2-TZVPD) results for 2 unconnected molecules or ions with the total composition C3H9NS2.

The geometry in XYZ format:
```
15
Properties=species:S:1:pos:R:3:mulliken_charge:R:1
C -1.76 0.69 0.71 -0.279
N -1.77 0.18 -0.44 -0.370
C -1.80 -1.27 -0.53 -0.682
H -1.48 1.73 0.85 0.297
H -2.15 0.10 1.54 0.244
H -2.03 -1.57 -1.54 0.264
H -2.53 -1.71 0.16 0.331
H -0.83 -1.67 -0.23 0.223
C 1.83 1.46 -0.49 -0.770
S 2.50 -0.20 -0.75 -0.039
S 2.28 -0.94 1.19 -0.221
H 0.88 1.57 -0.99 0.261
H 2.54 2.16 -0.92 0.324
H 1.75 1.66 0.57 0.267
H 2.58 -2.19 0.87 0.150
```

The HOMO energy is -0.298 Ha. The spin multiplicity is 1. The calculation puts the frontier orbital gap at 8.56 eV. The total charge is 0. Its total energy is -970.77258 hartree.

DFT (ωB97M-V/def2-TZVPD) results for 2 unconnected molecules or ions with the total composition C3H9NS2.

The geometry in XYZ format:
```
15
Properties=species:S:1:pos:R:3:mulliken_charge:R:1
C 1.88 0.12 1.52 -0.768
C 1.07 0.71 0.65 0.051
C 1.11 0.47 -0.82 -0.520
N -0.07 -0.29 -1.27 -0.484
H 1.84 0.31 2.58 0.263
H 2.66 -0.54 1.15 0.230
H 0.37 1.47 1.00 0.311
H 1.23 1.41 -1.36 0.241
H 1.99 -0.13 -1.08 0.335
H -0.09 -0.25 -2.29 0.211
H -0.91 0.23 -1.00 0.169
S -2.38 -1.67 0.99 -0.161
S -3.11 0.19 0.40 -0.273
H -1.51 -1.80 -0.03 0.202
H -4.08 -0.23 -0.44 0.191
```

The HOMO energy is -0.343 Ha. The spin multiplicity is 1. The calculation puts the frontier orbital gap at 9.69 eV. The total charge is 0. Its total energy is -970.79316 hartree.

DFT (ωB97M-V/def2-TZVPD) results for C3H9NS2 in the gas phase.

The geometry in XYZ format:
```
15
Properties=species:S:1:pos:R:3:mulliken_charge:R:1
C 1.16 -1.07 2.08 -0.969
N 0.18 -0.98 1.03 -0.361
C 0.51 0.17 0.21 -0.258
C -0.53 0.19 -0.92 -0.794
S -0.19 0.91 -2.65 -0.053
S -1.98 1.28 -3.58 -0.250
H 2.17 -0.86 1.74 0.326
H 1.24 -2.07 2.37 0.358
H 1.12 -0.53 3.01 0.325
H -0.90 -0.95 1.20 0.259
H 0.59 1.09 0.79 0.271
H 1.66 0.26 -0.28 0.220
H -1.49 0.75 -0.57 0.363
H -1.06 -0.83 -1.04 0.405
H -2.47 2.65 -3.40 0.157
```

The HOMO energy is -0.332 Ha. The spin multiplicity is 1. The calculation puts the frontier orbital gap at 9.42 eV. The total charge is 0. Its total energy is -970.74923 hartree.

DFT (ωB97M-V/def2-TZVPD) results for 2 unconnected molecules or ions with the total composition C3H9NS2.

The geometry in XYZ format:
```
15
Properties=species:S:1:pos:R:3:mulliken_charge:R:1
C 0.22 1.78 -1.31 -0.387
N 0.61 0.59 -1.12 -0.294
C 1.71 0.45 -0.17 -0.869
H -0.49 1.96 -2.11 0.292
H 0.81 2.60 -0.89 0.275
H 2.63 0.81 -0.60 0.406
H 1.59 1.03 0.75 0.332
H 1.82 -0.60 0.10 0.260
C -1.00 -2.05 0.57 -0.689
S -2.00 -1.32 1.89 -0.057
S -1.52 0.69 1.62 -0.207
H 0.05 -2.08 0.82 0.181
H -1.35 -3.09 0.49 0.318
H -1.18 -1.56 -0.38 0.286
H -1.90 0.80 0.35 0.152
```

The HOMO energy is -0.315 Ha. The spin multiplicity is 1. The calculation puts the frontier orbital gap at 9.07 eV. The total charge is 0. Its total energy is -970.78271 hartree.